1.
Density functional theory data (ωB97M-V/def2-TZVPD) for a cluster of 6 separate species, C32H71ClFN7O11S in total in a non-equilibrium geometry.

SMILES: CCCCCC[C@](N)(OC)[C@@](F)(CCCCS(=O)(=O)Cl)NCOCOCCO.CNC(C)=O.CNC(C)=O.CNC(C)=O.CNC(C)=O.CNC(C)=O
M (g mol⁻¹): 816.48
Calculated total energy (hartree): -3431.0273
E_LUMO (eV): -0.294

Each line ends with the Mulliken charge.
Cartesian coordinates (Å):
1 C 0.058 -1.670 2.543  -0.9796
2 C -0.947 -0.814 1.678  -0.0280
3 C -1.152 0.604 2.313  -0.3654
4 C -2.033 1.515 1.384  -0.8484
5 C -1.114 2.123 0.257  -0.3039
6 C -0.667 3.610 0.459  -1.1152
7 C 0.605 3.798 1.374  0.6631
8 N 1.637 2.869 0.862  -0.0216
9 O 0.438 3.464 2.737  -0.5802
10 C -0.746 4.006 3.325  -0.7917
11 C 1.195 5.251 1.145  0.4374
12 F 0.055 6.084 0.944  -0.5262
13 C 1.908 5.831 2.401  -0.7786
14 C 2.141 7.390 2.229  -1.0156
15 C 3.021 7.899 3.425  -0.8528
16 C 2.207 7.834 4.771  -0.6868
17 S 2.731 6.471 5.885  1.1132
18 O 1.505 5.998 6.587  -0.5903
19 O 3.351 5.335 5.166  -0.4736
20 Cl 4.084 7.140 7.304  -0.2384
21 N 1.935 5.316 -0.112  -0.1317
22 C 3.387 5.268 0.020  -0.3111
23 O 3.992 4.889 -1.232  -0.4742
24 C 4.668 3.662 -1.176  -0.6746
25 O 3.782 2.552 -1.290  0.0275
26 C 4.412 1.364 -0.820  0.0062
27 C 4.385 1.193 0.745  0.8340
28 O 5.656 0.784 1.265  -0.6279
29 H 1.105 -1.323 2.440  0.0817
30 H -0.012 -2.759 2.307  0.1838
31 H -0.239 -1.521 3.614  0.4068
32 H -1.907 -1.383 1.591  0.2110
33 H -0.511 -0.764 0.656  0.0801
34 H -0.128 1.039 2.397  0.0257
35 H -1.575 0.492 3.335  0.4602
36 H -2.658 2.252 1.929  0.3913
37 H -2.750 0.832 0.856  0.3863
38 H -1.722 2.105 -0.684  0.3835
39 H -0.278 1.413 0.091  -0.0180
40 H -0.366 3.988 -0.552  0.6521
41 H -1.553 4.216 0.748  0.4256
42 H 1.478 2.818 -0.141  0.0631
43 H 1.529 1.957 1.293  0.1398
44 H -1.489 3.196 3.495  0.2309
45 H -0.455 4.367 4.346  0.2641
46 H -1.161 4.888 2.795  0.3403
47 H 1.222 5.748 3.280  0.2284
48 H 2.831 5.294 2.700  0.5055
49 H 1.149 7.900 2.331  0.3419
50 H 2.534 7.659 1.228  0.5419
51 H 3.396 8.924 3.236  0.4020
52 H 3.885 7.194 3.510  0.4057
53 H 2.297 8.782 5.353  0.5178
54 H 1.125 7.699 4.541  0.3600
55 H 1.655 6.111 -0.677  0.4155
56 H 3.869 6.226 0.329  0.0457
57 H 3.689 4.501 0.773  0.2548
58 H 5.349 3.554 -0.298  0.4760
59 H 5.318 3.638 -2.090  0.2981
60 H 5.467 1.336 -1.192  0.6633
61 H 3.879 0.484 -1.253  -0.7275
62 H 4.151 2.197 1.187  -0.0813
63 H 3.574 0.510 1.079  -0.3419
64 H 6.323 1.225 0.733  0.3736
65 C 3.072 -2.952 -2.572  -1.0185
66 N 2.734 -1.939 -1.595  0.1779
67 C 2.800 -2.025 -0.241  0.9666
68 C 3.279 -3.316 0.363  -1.6430
69 O 2.473 -1.061 0.438  -0.6649
70 H 3.860 -2.564 -3.222  0.2849
71 H 2.187 -3.165 -3.177  0.2674
72 H 3.413 -3.871 -2.105  0.4139
73 H 2.402 -1.042 -1.928  0.0118
74 H 3.278 -3.232 1.447  0.3341
75 H 2.609 -4.129 0.076  0.3255
76 H 4.297 -3.531 0.032  0.4609
77 C -2.553 -4.521 -1.593  -0.5944
78 N -1.143 -4.766 -1.341  -0.0125
79 C -0.576 -5.265 -0.215  0.7493
80 C -1.492 -5.618 0.925  -1.1387
81 O 0.640 -5.414 -0.148  -0.7053
82 H -2.857 -5.110 -2.461  0.2879
83 H -2.686 -3.460 -1.815  0.2403
84 H -3.172 -4.789 -0.743  0.1081
85 H -0.477 -4.550 -2.066  0.1512
86 H -0.901 -6.002 1.755  0.2870
87 H -2.032 -4.732 1.263  0.2275
88 H -2.199 -6.388 0.615  0.4161
89 C -7.712 -3.808 2.399  -0.9281
90 N -6.333 -3.897 1.961  -0.1892
91 C -5.865 -4.122 0.704  0.6686
92 C -6.875 -4.305 -0.397  -1.1927
93 O -4.661 -4.168 0.500  -0.4860
94 H -7.875 -2.826 2.847  0.2913
95 H -7.891 -4.577 3.154  0.2944
96 H -8.408 -3.946 1.577  0.3622
97 H -5.603 -3.784 2.648  0.2360
98 H -6.360 -4.475 -1.335  0.0965
99 H -7.506 -5.170 -0.188  0.3711
100 H -7.488 -3.405 -0.493  0.4383
101 C -6.485 -7.841 -4.842  -0.9045
102 N -6.176 -6.941 -3.747  -0.1541
103 C -5.528 -7.225 -2.584  0.7299
104 C -5.058 -8.640 -2.373  -1.4658
105 O -5.344 -6.348 -1.753  -0.4259
106 H -6.015 -7.461 -5.751  0.2928
107 H -7.567 -7.861 -4.985  0.2913
108 H -6.131 -8.849 -4.651  0.3578
109 H -6.462 -5.977 -3.823  0.2220
110 H -4.563 -8.714 -1.408  0.2705
111 H -5.909 -9.324 -2.379  0.3848
112 H -4.347 -8.921 -3.151  0.4056
113 C 4.079 1.885 -5.816  -0.9732
114 N 3.198 1.759 -4.672  -0.0227
115 C 2.276 0.791 -4.427  0.9985
116 C 2.121 -0.308 -5.446  -1.5914
117 O 1.608 0.833 -3.405  -0.6048
118 H 5.113 1.877 -5.465  0.2815
119 H 3.880 2.838 -6.310  0.3192
120 H 3.939 1.077 -6.529  0.3753
121 H 3.247 2.460 -3.947  0.1205
122 H 1.352 -1.001 -5.113  0.2889
123 H 1.817 0.111 -6.407  0.4776
124 H 3.059 -0.855 -5.556  0.3772


2.
Density functional theory data (ωB97M-V/def2-TZVPD) for a structure of composition C32H72Br6 in a non-equilibrium geometry.

M (g mol⁻¹): 936.35
Calculated total energy (hartree): -16706.4412
E_LUMO (eV): -0.610

Each line ends with the Mulliken charge.
Cartesian coordinates (Å):
1 C 3.984 -5.607 2.115  -0.4915
2 Br 2.585 -4.360 2.780  0.0808
3 Br 4.242 -5.293 0.115  -0.0659
4 Br 3.442 -7.510 2.395  -0.0424
5 H 4.926 -5.421 2.631  0.5011
6 C -4.419 -2.826 -2.858  -0.4874
7 Br -5.109 -4.077 -4.272  -0.0663
8 Br -2.895 -1.856 -3.750  0.1080
9 Br -3.876 -3.895 -1.288  0.0013
10 H -5.187 -2.101 -2.590  0.4727
11 C 0.390 -4.008 6.685  -1.1600
12 C 0.427 -5.194 5.701  0.0522
13 C -0.763 -5.262 4.757  -0.5961
14 C -0.685 -6.176 3.518  -0.0302
15 C -1.669 -5.799 2.420  0.2410
16 C -2.031 -6.951 1.509  -1.4729
17 H 0.381 -3.057 6.153  0.1143
18 H 1.334 -4.026 7.229  0.3956
19 H -0.466 -4.004 7.360  0.3573
20 H 1.322 -5.045 5.097  -0.0485
21 H 0.555 -6.155 6.198  0.3323
22 H -0.926 -4.242 4.409  0.1603
23 H -1.616 -5.675 5.296  0.2746
24 H 0.302 -6.124 3.058  -0.1590
25 H -0.840 -7.229 3.751  0.4945
26 H -2.624 -5.344 2.682  0.4354
27 H -1.241 -4.999 1.815  -0.3822
28 H -2.655 -6.677 0.658  0.2937
29 H -1.145 -7.327 0.997  0.2804
30 H -2.396 -7.811 2.069  0.4438
31 C -2.094 1.150 -6.028  -1.4599
32 C -1.010 1.696 -5.108  0.1642
33 C -0.592 3.128 -5.423  -1.1909
34 C 0.420 3.623 -4.465  0.7317
35 C 0.846 5.092 -4.722  -0.5675
36 C 1.637 5.327 -6.043  -1.3335
37 H -1.783 1.275 -7.065  0.3705
38 H -3.025 1.706 -5.919  0.2964
39 H -2.276 0.084 -5.887  0.2900
40 H -1.359 1.823 -4.083  0.2147
41 H -0.127 1.062 -5.183  0.2777
42 H -1.439 3.784 -5.624  0.3136
43 H -0.113 3.062 -6.400  0.5117
44 H -0.055 3.603 -3.484  -0.6001
45 H 1.252 2.920 -4.493  0.3543
46 H 0.031 5.814 -4.774  0.3757
47 H 1.488 5.454 -3.919  0.2079
48 H 1.960 6.334 -6.305  0.3873
49 H 2.491 4.660 -6.164  0.3191
50 H 0.950 5.078 -6.852  0.3236
51 C 0.679 0.601 -2.165  -0.3938
52 C -0.211 -0.604 -2.568  -0.7755
53 C 0.234 -1.903 -1.951  -0.5382
54 C -0.289 -2.242 -0.568  0.2276
55 C 0.502 -3.363 0.081  0.1412
56 C 0.334 -4.745 -0.583  -1.3197
57 H 0.779 0.714 -1.086  0.1188
58 H 0.263 1.562 -2.468  -0.2938
59 H 1.664 0.594 -2.634  0.4143
60 H -1.210 -0.432 -2.167  0.3590
61 H -0.319 -0.648 -3.652  0.3917
62 H 1.322 -1.959 -1.934  0.3595
63 H -0.073 -2.762 -2.548  0.3547
64 H -0.276 -1.397 0.121  -0.2680
65 H -1.374 -2.295 -0.655  -0.0313
66 H 1.575 -3.177 0.129  0.4597
67 H 0.288 -3.412 1.148  -0.1564
68 H 0.907 -4.772 -1.509  0.4825
69 H 0.726 -5.508 0.089  0.2726
70 H -0.695 -4.914 -0.900  0.1815
71 C -0.743 4.748 -0.309  -1.4229
72 C 0.176 3.584 0.135  0.2304
73 C 1.643 3.712 -0.407  0.4424
74 C 2.351 4.909 0.240  -0.7871
75 C 3.834 5.145 -0.020  -0.7059
76 C 4.225 5.282 -1.519  -1.0614
77 H -1.729 4.457 0.054  0.3918
78 H -0.685 4.739 -1.398  0.1430
79 H -0.451 5.740 0.034  0.3576
80 H 0.184 3.460 1.218  0.0764
81 H -0.189 2.647 -0.285  0.1076
82 H 1.560 3.885 -1.480  -0.4161
83 H 2.206 2.797 -0.226  0.3252
84 H 1.892 5.862 -0.021  0.3305
85 H 2.210 4.936 1.320  0.3368
86 H 4.155 6.057 0.482  0.3762
87 H 4.440 4.393 0.485  0.3549
88 H 3.878 6.202 -1.988  0.2811
89 H 5.308 5.325 -1.633  0.3726
90 H 3.852 4.411 -2.056  0.2337
91 C 1.067 -0.497 3.498  -1.3336
92 C -0.136 0.146 2.817  0.5362
93 C -0.654 1.404 3.544  -0.9969
94 C -1.911 2.001 2.856  -0.2239
95 C -2.402 3.236 3.630  -0.7044
96 C -3.187 4.374 2.932  -1.1038
97 H 1.416 -1.398 2.993  0.2246
98 H 0.886 -0.718 4.549  0.3303
99 H 1.925 0.175 3.492  0.3553
100 H 0.115 0.416 1.792  -0.4514
101 H -0.926 -0.605 2.827  0.3723
102 H 0.139 2.151 3.563  0.3955
103 H -0.942 1.181 4.571  0.5143
104 H -1.702 2.227 1.810  -0.0020
105 H -2.580 1.141 2.867  0.5523
106 H -2.968 2.841 4.474  0.3749
107 H -1.520 3.709 4.061  0.3534
108 H -3.313 5.222 3.606  0.3703
109 H -2.657 4.726 2.047  0.1359
110 H -4.147 4.012 2.564  0.3241


3.
Density functional theory data (ωB97M-V/def2-TZVPD) for a structure of composition C32H72F10KN9O20S10 in a non-equilibrium geometry.

Relative energy (zero: lowest compared OMol25 entry of this formula, charge and spin) (eV): 3.081
M (g mol⁻¹): 1452.72
Calculated total energy (hartree): -8839.9995
E_LUMO (eV): -1.736

Each line ends with the Mulliken charge.
Cartesian coordinates (Å):
1 K 9.123 1.539 8.028  1.4990
2 C 14.344 5.808 4.691  -1.6909
3 C 13.120 5.025 5.194  0.2747
4 C 12.268 4.548 4.002  -0.8147
5 N 11.064 3.703 4.532  0.8881
6 C 11.553 2.382 5.176  -1.1116
7 C 10.168 4.433 5.527  0.2164
8 C 8.785 4.604 4.921  0.6308
9 C 8.683 3.548 3.961  -0.1963
10 C 10.105 3.438 3.339  -0.9849
11 H 15.112 5.360 4.061  0.3911
12 H 14.889 6.262 5.519  0.4449
13 H 14.255 6.818 4.290  0.3958
14 H 12.565 5.645 5.898  0.0954
15 H 13.591 4.246 5.793  0.2655
16 H 12.855 3.928 3.325  0.4889
17 H 11.950 5.384 3.378  0.4254
18 H 12.473 2.206 4.619  0.1954
19 H 10.827 1.630 4.867  0.4535
20 H 11.722 2.532 6.242  0.4110
21 H 10.071 3.800 6.409  -0.6113
22 H 10.505 5.439 5.778  0.2356
23 H 7.995 4.663 5.670  0.2472
24 H 8.696 5.589 4.462  -0.7294
25 H 8.166 2.719 4.445  -0.2369
26 H 7.940 3.904 3.248  0.6362
27 H 10.339 2.483 2.870  0.4187
28 H 10.255 4.241 2.617  0.3380
29 C 4.152 -5.029 11.049  -1.4829
30 C 3.501 -3.751 10.377  -0.2687
31 C 3.681 -3.561 8.834  -0.8246
32 N 3.443 -2.121 8.279  0.6230
33 C 1.957 -1.727 8.472  -1.0146
34 C 3.876 -2.176 6.794  -0.4610
35 C 5.426 -1.945 6.807  -0.8212
36 C 5.690 -1.039 8.018  1.5154
37 C 4.402 -1.022 8.865  -0.2991
38 H 3.901 -5.271 12.082  0.3955
39 H 5.242 -5.044 11.014  0.3139
40 H 3.778 -5.902 10.513  0.4102
41 H 3.917 -2.919 10.944  0.2916
42 H 2.418 -3.791 10.499  0.4187
43 H 3.019 -4.188 8.237  0.4808
44 H 4.677 -3.902 8.549  0.4014
45 H 1.280 -2.463 8.039  0.3246
46 H 1.790 -0.788 7.943  0.3449
47 H 1.779 -1.515 9.527  0.3939
48 H 3.432 -1.266 6.391  0.0613
49 H 3.554 -3.078 6.273  0.4084
50 H 5.795 -1.437 5.916  0.3144
51 H 5.932 -2.905 6.909  0.3670
52 H 5.931 0.018 7.909  -1.2204
53 H 6.441 -1.365 8.737  0.6045
54 H 3.972 -0.021 8.851  0.4181
55 H 4.538 -1.495 9.837  -0.6951
56 C 7.938 8.439 9.889  -1.2671
57 C 7.769 8.784 8.408  -0.0726
58 C 6.640 7.963 7.807  -0.1584
59 N 6.380 8.396 6.328  0.6516
60 C 6.077 9.864 6.268  -1.0820
61 C 7.497 8.020 5.312  -0.7922
62 C 6.841 7.906 3.888  -0.9037
63 C 5.584 7.122 4.230  -0.0010
64 C 5.240 7.522 5.662  -0.5756
65 H 7.072 8.561 10.539  0.4349
66 H 8.863 8.823 10.319  0.3518
67 H 8.083 7.372 10.058  -0.0188
68 H 8.701 8.575 7.883  0.3288
69 H 7.641 9.864 8.333  0.3793
70 H 5.687 8.163 8.297  0.4168
71 H 6.874 6.903 7.709  -0.3422
72 H 7.013 10.422 6.283  0.3502
73 H 5.473 10.122 7.138  0.3192
74 H 5.684 10.045 5.267  0.4482
75 H 8.371 8.621 5.560  0.4724
76 H 7.801 7.019 5.617  0.3028
77 H 6.606 8.824 3.350  0.3189
78 H 7.517 7.315 3.270  0.4591
79 H 4.733 7.174 3.551  0.4573
80 H 5.849 6.067 4.168  -0.1682
81 H 4.398 8.188 5.848  0.5300
82 H 4.910 6.698 6.295  0.1196
83 C 2.747 -0.148 3.549  -1.2482
84 C 1.895 -0.335 2.242  -0.3148
85 C 1.289 -1.758 2.226  -0.8782
86 N 0.328 -1.922 1.004  0.2795
87 C -0.956 -1.076 1.053  -0.9131
88 C -0.078 -3.419 0.881  -0.6778
89 C -0.315 -3.716 -0.612  -0.5927
90 C 0.638 -2.740 -1.363  -0.5691
91 C 1.067 -1.668 -0.362  -0.6350
92 H 2.998 0.881 3.804  0.3525
93 H 3.695 -0.665 3.400  0.3934
94 H 2.238 -0.565 4.419  0.2232
95 H 2.487 -0.127 1.351  0.4275
96 H 1.073 0.381 2.243  0.3329
97 H 0.816 -2.101 3.145  0.4803
98 H 2.104 -2.472 2.100  0.3268
99 H -0.687 -0.034 0.882  0.3718
100 H -1.328 -1.078 2.078  0.3379
101 H -1.665 -1.485 0.333  0.3831
102 H -0.936 -3.586 1.533  0.4257
103 H 0.763 -4.038 1.192  0.4025
104 H -1.356 -3.535 -0.884  0.2953
105 H 0.001 -4.750 -0.750  0.3689
106 H 0.212 -2.126 -2.157  0.3037
107 H 1.497 -3.295 -1.741  0.3424
108 H 0.918 -0.643 -0.700  0.4304
109 H 2.138 -1.780 -0.191  0.3176
110 N 6.522 2.142 7.031  0.4686
111 S 5.355 2.109 5.704  0.7970
112 O 5.157 3.227 4.812  -0.5436
113 O 4.075 1.413 6.076  -0.4727
114 F 6.078 1.031 4.737  -0.3085
115 S 5.791 3.157 7.719  0.1037
116 O 4.620 2.867 8.514  -0.5949
117 O 5.883 4.511 7.096  -0.3174
118 F 6.947 3.290 8.840  -0.3475
119 N 5.800 0.082 11.839  -0.0451
120 S 7.163 0.701 11.805  1.0155
121 O 8.178 0.212 10.882  -0.6144
122 O 7.565 1.430 12.965  -0.5809
123 F 6.662 1.907 10.848  -0.2177
124 S 6.367 -1.478 12.279  0.9688
125 O 7.247 -1.623 13.395  -0.5618
126 O 6.470 -2.390 11.179  -0.5391
127 F 4.984 -1.861 13.012  -0.3349
128 N 3.896 4.289 12.274  -0.1742
129 S 4.315 4.810 13.571  1.0086
130 O 3.541 5.942 14.082  -0.6515
131 O 5.676 4.597 13.939  -0.5678
132 F 3.594 3.713 14.544  -0.3638
133 S 4.430 5.687 11.464  1.0638
134 O 5.856 5.924 11.421  -0.4743
135 O 3.656 6.936 11.498  -0.6374
136 F 4.258 5.165 9.977  -0.2222
137 N 10.322 3.690 8.881  0.2779
138 S 11.544 3.565 9.706  0.7716
139 O 11.316 3.253 11.115  -0.5744
140 O 12.741 4.393 9.352  -0.6289
141 F 11.855 2.094 9.062  -0.2491
142 S 10.112 5.320 9.231  0.6942
143 O 10.410 6.282 8.194  -0.5831
144 O 10.212 5.831 10.562  -0.5151
145 F 8.486 5.277 9.134  -0.2842
146 N 10.179 -0.642 6.949  -0.0148
147 S 11.454 -1.312 6.637  0.8036
148 O 12.203 -0.951 5.434  -0.6070
149 O 11.492 -2.711 7.070  -0.6387
150 F 12.307 -0.647 7.837  -0.2852
151 S 9.220 -1.577 5.893  0.8439
152 O 8.439 -2.710 6.427  -0.5919
153 O 9.543 -1.648 4.483  -0.6128
154 F 8.138 -0.382 5.871  -0.1634


- Which value of calculated total energy does entry 1 give?
  -3431.0273 hartree


- What is the M in the first record?
  816.48 g mol⁻¹


- Among the records above, which one has the highest M?
  C32H72F10KN9O20S10